[1]
The following is a DFT calculation (the ωB97M-V functional and the def2-TZVPD basis) of a cluster of 2 separate species, C37H42N4O4S2 in total.

Geometry as XYZ:
```
89
C37H42N4O4S2 (the ωB97M-V functional and the def2-TZVPD basis)
C 3.409 4.063 2.584
C 2.339 3.893 1.519
C 1.290 4.981 1.526
N 1.568 2.641 1.692
N 0.281 2.768 1.993
N -0.219 1.513 2.015
C -1.434 1.267 2.828
C -2.524 2.165 2.297
C -1.183 1.506 4.303
C 0.752 0.600 1.716
C 0.523 -0.826 1.655
C 1.362 -1.709 2.372
C 1.165 -3.086 2.286
C 0.210 -3.595 1.398
C -0.614 -2.729 0.664
C -0.489 -1.353 0.811
C 1.949 1.295 1.556
C 3.190 0.680 1.377
H 3.864 5.057 2.491
H 2.985 3.988 3.597
H 4.208 3.324 2.454
H 2.843 3.823 0.547
H 1.732 5.965 1.359
H 0.562 4.811 0.730
H 0.748 4.996 2.477
H -1.669 0.218 2.648
H -3.392 2.119 2.958
H -2.163 3.195 2.249
H -2.844 1.826 1.309
H -2.120 1.380 4.848
H -0.475 0.781 4.708
H -0.823 2.524 4.474
H 2.167 -1.277 2.976
H 1.775 -3.746 2.909
H 0.076 -4.679 1.332
H -1.351 -3.136 -0.030
H -1.111 -0.666 0.234
H 3.157 -0.402 1.317
H 4.049 1.312 1.198
C 5.251 -3.469 7.719
N 6.033 -2.793 6.699
C 7.080 -1.948 7.228
C 5.710 -2.765 5.371
C 6.247 -1.752 4.534
C 5.940 -1.727 3.190
C 5.104 -2.708 2.618
C 4.973 -2.781 1.167
C 5.973 -3.307 0.392
S 5.684 -3.902 -1.249
C 4.219 -3.016 -1.732
C 2.978 -3.659 -1.703
C 1.828 -2.908 -1.938
C 1.929 -1.549 -2.231
C 3.178 -0.930 -2.314
C 4.335 -1.677 -2.104
O 6.728 -3.393 -2.117
O 5.389 -5.315 -1.216
S 7.712 -3.253 0.932
C 8.794 -3.924 -0.344
C 9.549 -3.074 -1.157
C 10.494 -3.612 -2.034
C 10.682 -4.995 -2.104
C 9.904 -5.843 -1.310
C 8.961 -5.309 -0.430
O 8.050 -1.844 1.024
O 7.891 -4.135 2.066
C 4.502 -3.663 3.468
C 4.818 -3.721 4.815
H 4.369 -3.961 7.299
H 5.891 -4.216 8.217
H 4.911 -2.750 8.486
H 7.894 -1.864 6.501
H 6.729 -0.932 7.474
H 7.463 -2.418 8.139
H 6.881 -0.971 4.956
H 6.358 -0.948 2.556
H 4.024 -2.455 0.701
H 2.935 -4.728 -1.493
H 0.858 -3.405 -1.887
H 1.028 -0.970 -2.421
H 3.262 0.127 -2.557
H 5.328 -1.244 -2.219
H 9.373 -2.001 -1.115
H 11.083 -2.941 -2.663
H 11.434 -5.413 -2.771
H 10.023 -6.927 -1.357
H 8.332 -5.957 0.180
H 3.812 -4.391 3.026
H 4.395 -4.507 5.445
```

Computed properties:
- Highest occupied orbital energy: -5.930 eV
- Frontier orbital gap: 6.168 eV
- Largest force on an atom: 2.81 eV/Å
- E: -74866.255 eV
- Charge: 0

---

[2]
The following is a DFT calculation (the ωB97M-V functional and the def2-TZVPD basis) of a structure of composition C37H42N4OPRhS.

Geometry as XYZ:
```
87
C37H42N4OPRhS (the ωB97M-V functional and the def2-TZVPD basis)
Rh -0.122 -0.211 -0.126
C -3.372 0.791 -1.935
C -3.178 1.152 -0.464
C -4.439 1.772 0.133
C -2.001 2.100 -0.263
C -2.159 3.422 -1.006
O -0.901 3.589 -1.700
C -0.160 2.511 -1.517
N -0.679 1.584 -0.775
C 1.151 2.598 -2.179
C 1.412 3.736 -2.942
C 2.650 3.913 -3.539
C 3.639 2.958 -3.377
C 3.389 1.824 -2.617
C 2.143 1.627 -2.030
P 1.886 0.139 -1.078
C 1.182 -1.076 -2.251
C 0.651 -0.726 -3.493
C 0.249 -1.708 -4.391
C 0.382 -3.046 -4.056
C 0.875 -3.411 -2.808
C 1.272 -2.435 -1.913
C 3.475 -0.495 -0.571
C 4.036 0.056 0.585
C 5.308 -0.321 0.985
C 6.018 -1.245 0.231
C 5.465 -1.791 -0.921
C 4.193 -1.422 -1.329
H -4.174 0.058 -2.037
H -2.455 0.391 -2.382
H -3.666 1.652 -2.539
H -2.955 0.243 0.098
H -4.736 2.681 -0.397
H -4.299 2.027 1.186
H -5.275 1.075 0.072
H -1.872 2.275 0.797
H -2.298 4.281 -0.357
H -2.942 3.409 -1.758
H 0.650 4.490 -3.057
H 2.842 4.807 -4.116
H 4.610 3.090 -3.836
H 4.171 1.087 -2.493
H 0.594 0.316 -3.788
H -0.123 -1.421 -5.366
H 0.120 -3.811 -4.775
H 0.978 -4.456 -2.545
H 1.695 -2.733 -0.961
H 3.484 0.781 1.174
H 5.742 0.105 1.880
H 7.012 -1.542 0.542
H 6.029 -2.503 -1.508
H 3.783 -1.838 -2.239
C 0.324 0.190 1.831
C -0.831 -0.048 2.734
C -0.992 -1.308 3.304
C -2.039 -1.567 4.175
C -2.933 -0.552 4.487
C -2.770 0.720 3.951
C -1.717 0.965 3.085
C -4.034 -0.819 5.388
N -4.915 -1.022 6.096
H 1.130 -0.537 1.943
H 0.678 1.216 1.802
H -0.286 -2.096 3.069
H -2.160 -2.545 4.620
H -3.450 1.512 4.236
H -1.558 1.969 2.721
C -3.329 -3.816 -3.824
C -3.895 -2.986 -2.683
N -2.886 -2.389 -1.798
C -2.321 -2.991 -0.759
S -1.455 -2.087 0.456
N -2.532 -4.283 -0.568
C -2.054 -5.105 0.556
C -0.808 -5.888 0.187
H -4.144 -4.264 -4.391
H -2.680 -4.621 -3.474
H -2.752 -3.189 -4.500
H -4.579 -3.573 -2.065
H -4.481 -2.158 -3.078
H -2.674 -1.411 -1.900
H -3.057 -4.769 -1.280
H -2.874 -5.766 0.833
H -1.868 -4.442 1.397
H -0.985 -6.540 -0.671
H -0.501 -6.516 1.023
H 0.015 -5.210 -0.051
```

Computed properties:
- Highest occupied orbital energy (alpha / beta): -13.540 / -13.539 eV
- Frontier orbital gap (alpha / beta): 6.813 / 6.812 eV
- Largest force on an atom: 1.49 eV/Å
- E: -70178.211 eV
- Energy relative to the best compared isomer or geometry (same formula, charge and spin): 29.21 kJ/mol
- Charge: +2

---

[3]
The following is a DFT calculation (the ωB97M-V functional and the def2-TZVPD basis) of a cluster of 6 separate species, C37H42N9O10 in total.

Geometry as XYZ:
```
98
C37H42N9O10 (the ωB97M-V functional and the def2-TZVPD basis)
C 0.266 -3.316 3.590
C -0.175 -3.818 2.206
C -1.336 -3.038 1.559
C -0.940 -2.102 0.399
N -1.093 -0.661 0.645
C -0.296 -0.067 1.664
C 1.174 -0.541 1.807
N 1.979 0.409 0.967
C 1.282 1.589 1.290
N 1.936 2.715 1.521
N -0.009 1.408 1.388
H -0.093 -2.294 3.777
H 1.354 -3.290 3.696
H -0.128 -3.938 4.398
H -0.451 -4.874 2.271
H 0.689 -3.781 1.529
H -2.062 -3.760 1.171
H -1.867 -2.458 2.326
H -1.569 -2.325 -0.468
H 0.080 -2.296 0.056
H -2.070 -0.463 0.826
H -0.774 -0.037 2.650
H 1.403 -1.562 1.516
H 1.448 -0.374 2.851
H 1.647 0.224 0.010
H 1.533 3.625 1.365
H 2.867 2.671 1.930
H -0.585 2.115 1.820
C 2.847 1.522 -4.768
C 1.890 1.375 -3.770
C 1.845 0.216 -3.015
C 2.790 -0.766 -3.261
C 3.746 -0.648 -4.250
C 3.763 0.509 -5.015
N 2.790 -1.987 -2.432
O 1.908 -2.115 -1.593
O 3.599 -2.843 -2.691
H 2.871 2.432 -5.350
H 1.173 2.166 -3.590
H 1.090 0.062 -2.255
H 4.456 -1.446 -4.412
H 4.505 0.626 -5.793
C -3.047 -4.653 -3.995
C -3.244 -3.562 -3.156
C -4.231 -3.598 -2.186
C -5.002 -4.740 -2.075
C -4.835 -5.835 -2.900
C -3.844 -5.783 -3.869
N -6.037 -4.786 -1.025
O -6.156 -3.814 -0.305
O -6.705 -5.794 -0.931
H -2.271 -4.622 -4.748
H -2.629 -2.678 -3.259
H -4.406 -2.756 -1.533
H -5.465 -6.704 -2.779
H -3.695 -6.630 -4.524
C 4.982 7.880 4.115
C 4.392 7.327 2.984
C 4.507 5.969 2.737
C 5.216 5.194 3.638
C 5.819 5.721 4.767
C 5.694 7.081 5.000
N 5.346 3.749 3.396
O 4.814 3.277 2.391
O 5.974 3.089 4.184
H 4.889 8.941 4.304
H 3.847 7.954 2.293
H 4.070 5.522 1.857
H 6.368 5.079 5.438
H 6.156 7.516 5.875
C -9.183 -4.350 2.191
C -9.923 -3.743 3.197
C -10.691 -2.623 2.920
C -10.697 -2.141 1.624
C -9.973 -2.728 0.604
C -9.206 -3.845 0.897
N -11.513 -0.948 1.317
O -12.124 -0.434 2.231
O -11.523 -0.554 0.169
H -8.585 -5.224 2.412
H -9.905 -4.140 4.203
H -11.275 -2.129 3.681
H -10.012 -2.312 -0.391
H -8.628 -4.328 0.120
C 7.463 3.405 -1.157
C 8.017 3.357 -2.428
C 7.228 3.601 -3.541
C 5.892 3.897 -3.345
C 5.315 3.955 -2.091
C 6.115 3.700 -0.990
N 5.048 4.142 -4.528
O 5.562 4.014 -5.617
O 3.875 4.420 -4.355
H 8.082 3.208 -0.291
H 9.065 3.124 -2.557
H 7.631 3.563 -4.542
H 4.264 4.185 -1.996
H 5.692 3.723 0.003
```

Computed properties:
- Highest occupied orbital energy: -10.987 eV
- Frontier orbital gap: 7.697 eV
- Largest force on an atom: 1.38 eV/Å
- E: -72916.558 eV
- Energy relative to the best compared isomer or geometry (same formula, charge and spin): 0.00 kJ/mol
- Charge: +1

---

[4]
The following is a DFT calculation (the ωB97M-V functional and the def2-TZVPD basis) of a structure of composition C37H43CrF5Ge2N3O2S2.

Geometry as XYZ:
```
95
C37H43CrF5Ge2N3O2S2 (the ωB97M-V functional and the def2-TZVPD basis)
Cr 0.127 0.557 -1.229
C -0.862 2.408 3.082
C -0.673 2.749 1.598
Ge -1.547 1.459 0.370
C -3.068 2.430 -0.396
C -4.183 2.560 0.649
C -2.235 -0.004 1.447
C -2.320 -1.274 1.053
Ge -1.879 -1.846 -0.795
C -0.612 -3.327 -0.875
C -0.242 -3.965 0.468
C -3.567 -1.657 -1.782
C -4.637 -2.739 -1.572
C -2.966 -2.352 1.865
C -3.388 -3.553 1.297
C -4.037 -4.525 2.045
C -4.263 -4.316 3.396
C -3.832 -3.133 3.987
C -3.195 -2.165 3.232
H -0.339 3.129 3.713
H -0.486 1.414 3.341
H -1.916 2.431 3.368
H 0.384 2.852 1.355
H -1.142 3.711 1.374
H -3.429 1.939 -1.302
H -2.707 3.419 -0.694
H -4.591 1.584 0.918
H -5.003 3.169 0.269
H -3.826 3.034 1.568
H -2.667 0.268 2.411
H 0.282 -2.889 -1.321
H -0.999 -4.055 -1.592
H -0.029 -3.213 1.233
H 0.651 -4.581 0.349
H -1.029 -4.606 0.854
H -3.329 -1.572 -2.840
H -3.940 -0.686 -1.444
H -4.272 -3.734 -1.838
H -5.491 -2.525 -2.216
H -5.002 -2.771 -0.546
H -3.230 -3.755 0.243
H -4.366 -5.442 1.572
H -4.768 -5.068 3.987
H -3.994 -2.966 5.045
H -2.862 -1.258 3.719
F 3.986 -3.227 -5.296
C 2.921 -2.686 -4.737
C 3.006 -1.422 -4.172
F 4.152 -0.752 -4.193
C 1.886 -0.885 -3.581
F 1.995 0.347 -3.025
C 0.675 -1.555 -3.520
S -0.776 -0.761 -2.899
C 0.614 -2.810 -4.111
F -0.524 -3.494 -4.102
C 1.723 -3.379 -4.711
F 1.647 -4.580 -5.259
O -0.684 2.060 -2.397
C 0.209 2.873 -2.064
O 1.059 2.560 -1.185
C 0.283 4.225 -2.736
N 1.532 4.921 -2.227
C 2.496 5.013 -3.390
C 1.566 5.149 -4.583
C 0.444 4.151 -4.267
H -0.589 4.804 -2.438
H 1.899 4.358 -1.451
H 1.313 5.853 -1.880
H 3.055 4.079 -3.414
H 3.181 5.840 -3.230
H 2.076 4.923 -5.515
H 1.180 6.168 -4.649
H 0.736 3.142 -4.558
H -0.490 4.383 -4.770
S 5.133 -1.008 2.555
C 3.659 -0.783 1.680
C 3.599 -1.298 0.375
C 2.487 -1.080 -0.389
N 1.406 -0.390 0.044
C 1.438 0.033 1.329
C 2.521 -0.128 2.158
C 4.746 -0.281 4.125
C 5.306 0.938 4.465
C 5.000 1.462 5.716
N 4.199 0.856 6.591
C 3.686 -0.327 6.248
C 3.932 -0.944 5.030
H 4.419 -1.877 -0.033
H 2.429 -1.505 -1.379
H 0.539 0.496 1.712
H 2.465 0.243 3.172
H 5.963 1.465 3.786
H 5.419 2.412 6.025
H 3.052 -0.808 6.984
H 3.509 -1.915 4.801
```

Computed properties:
- Highest occupied orbital energy (alpha / beta): -12.890 / -12.829 eV
- Frontier orbital gap (alpha / beta): 6.431 / 6.687 eV
- Largest force on an atom: 1.23 eV/Å
- E: -224327.565 eV
- Charge: +2
- Spin multiplicity: 2

---

[5]
The following is a DFT calculation (the ωB97M-V functional and the def2-TZVPD basis) of a structure of composition C37H43O3SiTl.

Geometry as XYZ:
```
85
C37H43O3SiTl (the ωB97M-V functional and the def2-TZVPD basis)
O 6.021 -4.325 1.307
C 6.064 -4.967 2.614
C 7.514 -5.425 2.483
H 5.348 -5.799 2.672
H 5.903 -4.235 3.419
C 7.403 -4.744 1.089
H 7.648 -6.504 2.451
H 8.201 -4.933 3.168
C 7.523 -5.726 -0.070
H 6.862 -6.586 0.080
H 8.557 -6.083 -0.128
H 7.277 -5.220 -1.012
C 8.352 -3.566 0.913
H 8.270 -2.865 1.752
H 8.140 -3.051 -0.032
H 9.379 -3.948 0.875
Tl -1.129 -0.712 0.633
C 0.478 3.266 0.069
C -0.337 2.922 1.181
C 0.384 2.006 1.996
H -1.327 3.324 1.400
C 1.666 1.806 1.399
C 1.713 2.575 0.200
H 2.554 2.632 -0.483
H 0.212 3.950 -0.733
H 0.041 1.573 2.932
H 2.477 1.217 1.814
C -0.670 1.007 -3.009
C 0.689 1.389 -2.861
C 1.437 0.238 -2.485
H 1.085 2.395 -2.995
C 0.534 -0.858 -2.401
C -0.769 -0.387 -2.735
H -1.677 -0.984 -2.785
H -1.491 1.665 -3.285
H 2.507 0.196 -2.299
H 0.799 -1.882 -2.141
O 1.885 -1.344 0.539
C 3.281 -1.308 0.152
C 4.080 -2.010 1.239
H 3.588 -0.263 0.005
H 3.377 -1.824 -0.821
C 3.056 -2.928 1.925
H 4.446 -1.268 1.964
H 4.923 -2.581 0.852
C 1.737 -2.201 1.698
H 3.295 -3.106 2.974
H 3.049 -3.895 1.405
H 1.488 -1.574 2.567
H 0.886 -2.885 1.530
O -2.418 1.015 -0.379
Si -3.842 1.699 -0.493
C -3.889 2.867 -1.961
C -2.924 3.886 -1.968
C -2.798 4.744 -3.067
C -3.652 4.598 -4.165
C -4.636 3.608 -4.151
C -4.779 2.767 -3.040
C -5.197 0.451 -0.730
C -6.372 0.503 0.025
C -7.387 -0.431 -0.200
C -7.234 -1.411 -1.188
C -6.070 -1.444 -1.968
C -5.045 -0.522 -1.730
C -4.208 2.688 1.045
C -4.553 4.042 0.967
C -4.695 4.797 2.134
C -4.546 4.194 3.388
C -4.272 2.824 3.473
C -4.110 2.070 2.304
H -2.278 4.026 -1.093
H -2.032 5.522 -3.046
H -3.548 5.264 -5.023
H -5.310 3.494 -5.005
H -5.599 2.041 -3.002
H -6.493 1.286 0.782
H -8.299 -0.379 0.396
H -8.024 -2.135 -1.365
H -5.958 -2.175 -2.772
H -4.132 -0.537 -2.338
H -4.724 4.503 -0.012
H -4.932 5.861 2.052
H -4.658 4.782 4.295
H -4.192 2.333 4.445
H -3.925 0.992 2.371
```

Computed properties:
- Highest occupied orbital energy (alpha / beta): -7.704 / -7.652 eV
- Frontier orbital gap (alpha / beta): 6.172 / 6.246 eV
- Largest force on an atom: 3.27 eV/Å
- E: -57776.718 eV
- Energy relative to the best compared isomer or geometry (same formula, charge and spin): 0.00 kJ/mol
- Charge: 0